Formula: C47H52HfN7O2PS4Si
Source: the Open Molecules 2025 dataset
Level of theory: ωB97M-V with the def2-TZVPD basis set

Geometry as XYZ:
```
115
Properties=species:S:1:pos:R:3:forces:R:3:mulliken_charge:R:1
Hf -0.23640 -0.59885 0.19000 0.23 -0.78 -1.76 -0.415
C 0.72069 3.58106 5.72334 -0.07 -0.01 0.31 -1.142
Si 0.92840 3.64173 3.87548 -0.16 0.01 -0.05 0.098
C 2.70158 3.29051 3.48057 0.27 -0.21 -0.17 -0.808
C 0.50190 5.33149 3.22396 -0.07 0.29 -0.11 -1.026
C -0.38332 2.49458 3.13834 0.13 -0.20 -0.28 0.332
C -1.67320 2.61924 3.63338 -0.06 -0.01 0.02 -0.218
C -2.74641 1.90391 3.10205 0.03 0.12 0.14 -1.614
C -2.49068 1.04934 2.06643 0.11 0.01 -0.35 -0.571
N -1.26532 0.92027 1.53065 -0.07 0.29 0.80 0.517
C -0.21823 1.60017 2.05466 -0.32 0.38 0.23 0.773
S 1.27658 1.22088 1.24454 -0.16 -0.07 0.39 -0.433
H 1.38860 4.30474 6.20319 -0.06 -0.07 -0.03 0.314
H 0.96930 2.58538 6.10364 -0.03 0.08 0.00 0.323
H -0.30080 3.81548 6.03715 0.10 -0.02 0.02 0.337
H 3.31355 3.97628 4.07757 -0.01 -0.06 -0.06 0.369
H 2.91149 3.46666 2.42184 0.03 -0.01 0.12 0.172
H 2.98878 2.26210 3.71838 0.00 0.11 -0.02 0.298
H 1.12190 6.11489 3.67582 -0.07 -0.10 -0.06 0.338
H -0.54877 5.57436 3.41651 0.10 0.02 -0.03 0.336
H 0.66017 5.35303 2.13898 -0.04 0.03 0.10 0.260
H -1.86069 3.29024 4.46791 0.00 -0.02 -0.07 0.268
H -3.74562 1.99039 3.50458 0.02 0.01 0.00 0.473
H -3.26896 0.45022 1.61234 0.00 -0.09 0.00 0.693
C -2.02745 2.12278 -1.16463 -0.13 -0.13 0.03 -0.910
O -1.59193 0.78878 -1.44109 0.10 0.02 -0.05 0.345
C -2.49853 0.04881 -2.25360 -0.04 0.15 0.13 -0.942
C -1.69506 -0.99237 -2.97828 0.12 -0.23 0.00 -0.620
O -0.81597 -1.61062 -2.04299 -0.04 -0.05 0.27 0.762
C -0.56702 -3.00151 -2.28059 -0.02 0.13 -0.08 -1.094
H -2.14406 2.66536 -2.10429 0.00 0.03 -0.01 0.347
H -1.25909 2.59634 -0.56651 0.08 0.04 0.03 -0.142
H -2.97413 2.10662 -0.61862 -0.01 0.01 -0.01 0.349
H -2.99239 0.70860 -2.97045 0.03 0.05 -0.05 0.567
H -3.25250 -0.41236 -1.61607 -0.11 0.00 0.04 0.281
H -1.09866 -0.54406 -3.77128 0.05 0.02 -0.12 0.228
H -2.36729 -1.73414 -3.41575 0.00 -0.04 0.02 0.544
H -1.51243 -3.54217 -2.34635 -0.03 0.00 0.00 0.393
H 0.00718 -3.36084 -1.43193 0.04 0.03 0.07 0.101
H -0.00333 -3.11735 -3.21011 0.00 -0.01 -0.04 0.218
N 6.31174 -6.46388 -4.75153 -0.04 0.05 0.02 -0.512
C 5.68124 -5.55472 -4.44105 -0.21 0.30 0.10 -0.035
C 4.88400 -4.40307 -4.06018 0.25 -0.40 -0.07 0.525
C 4.86205 -3.27976 -4.87664 0.02 0.13 -0.11 -0.880
C 4.10542 -2.17780 -4.51781 0.13 -0.01 -0.16 -0.593
C 3.36426 -2.21261 -3.34932 -0.17 0.31 0.09 0.701
C 3.37034 -3.33222 -2.52787 -0.03 -0.16 0.11 -0.209
C 4.14239 -4.42518 -2.88368 -0.07 0.00 0.13 -1.064
N 2.57044 -1.09207 -2.97786 0.05 0.06 -0.36 0.374
C 1.90282 -0.18671 -3.80335 0.14 -0.22 0.06 -0.598
C 1.15333 0.57616 -2.97334 -0.11 0.18 0.34 -1.348
N 1.33270 0.17318 -1.65669 -0.14 -0.25 -0.29 0.590
C 2.20587 -0.80457 -1.71377 0.30 0.01 0.15 -1.069
H 5.44708 -3.26595 -5.78577 0.00 0.00 0.00 0.457
H 4.10999 -1.29022 -5.13796 0.00 -0.03 0.03 0.519
H 2.76391 -3.35665 -1.62490 0.08 -0.02 -0.11 0.618
H 4.15951 -5.30327 -2.25266 0.00 0.01 0.00 0.484
H 2.00539 -0.19257 -4.87584 0.02 -0.02 0.09 0.562
H 0.50326 1.40174 -3.21840 -0.01 -0.06 0.03 0.545
H 2.61400 -1.31037 -0.85796 -0.09 -0.11 0.00 0.915
N 0.88863 -2.11791 0.42956 0.36 0.63 1.45 1.214
C 1.64240 -2.50748 1.55185 0.01 -0.37 -0.59 -0.805
C 1.28560 -3.60727 2.35013 -0.21 -0.17 -0.14 0.005
C 2.00068 -3.96520 3.47973 -0.03 0.00 -0.04 -0.505
C 3.13662 -3.25776 3.85926 -0.04 0.00 -0.05 -0.613
C 3.54467 -2.20100 3.06081 -0.06 0.02 -0.15 -0.867
C 2.81977 -1.84264 1.92811 0.19 0.09 0.02 0.172
H 0.40982 -4.17607 2.06073 -0.02 0.01 0.06 0.317
H 1.66076 -4.80700 4.07448 0.01 0.03 -0.04 0.420
H 3.69374 -3.53036 4.74595 -0.01 -0.01 0.00 0.374
H 4.43663 -1.64001 3.31791 -0.02 0.00 -0.02 0.400
H 3.16255 -1.00621 1.33145 -0.02 0.09 0.01 0.176
N 3.13187 2.93754 -1.08043 -0.03 0.22 0.03 -0.069
C 2.31246 3.72281 -1.80642 0.04 -0.62 0.16 0.115
S 0.86622 4.26933 -1.16786 0.09 0.25 -0.34 -0.383
N 2.67843 3.97731 -3.09450 0.04 0.24 0.07 0.016
C 3.93206 3.81719 -3.73443 -0.16 -0.03 0.08 0.305
C 5.15067 3.89504 -3.06367 0.00 0.05 -0.06 -0.162
C 6.33808 3.75553 -3.77202 -0.03 0.00 0.03 -0.630
C 6.33057 3.55870 -5.14346 -0.08 0.00 -0.02 -0.498
C 5.11350 3.51095 -5.81309 0.03 0.00 0.01 -0.621
C 3.92419 3.63543 -5.11546 0.00 -0.09 -0.06 -0.451
H 2.72259 2.57984 -0.22707 -0.01 -0.04 0.06 -0.208
H 3.83512 2.37825 -1.53436 0.03 0.00 -0.04 0.302
H 1.95453 4.44266 -3.61631 0.02 0.11 -0.03 0.271
H 5.18257 4.11069 -2.00636 -0.04 -0.03 0.06 0.527
H 7.27819 3.82510 -3.23980 -0.01 -0.01 0.00 0.375
H 7.25992 3.45818 -5.68787 -0.01 0.00 0.00 0.409
H 5.08840 3.37088 -6.88632 0.00 0.01 0.01 0.381
H 2.97526 3.58941 -5.63892 0.03 0.00 0.02 0.372
S -1.40997 -1.63837 3.52934 0.24 0.07 0.02 -0.302
P -2.59208 -2.57711 2.29129 0.02 -0.07 -0.12 0.928
S -2.51034 -2.01924 0.32411 -0.37 0.21 0.23 -0.929
C -2.29456 -4.37309 2.32246 -0.02 -0.13 0.04 0.416
C -2.30658 -5.14504 1.16733 0.00 -0.14 0.02 -0.185
C -2.09177 -6.51815 1.24167 0.00 0.09 0.02 -0.628
C -1.86689 -7.12091 2.47034 0.01 0.02 0.00 -0.449
C -1.85314 -6.35111 3.62834 0.00 0.07 0.00 -0.671
C -2.06233 -4.98135 3.55635 0.02 -0.08 -0.05 -0.501
C -4.33890 -2.44740 2.80821 -0.09 0.04 -0.01 0.711
C -4.62037 -2.11948 4.13027 -0.06 0.04 0.06 -0.438
C -5.93708 -2.05489 4.57223 0.04 0.00 -0.04 -0.686
C -6.97851 -2.31331 3.69314 0.03 -0.01 -0.03 -0.424
C -6.70309 -2.63868 2.36982 0.08 0.01 -0.02 -0.639
C -5.38871 -2.70554 1.92682 -0.01 -0.03 0.07 -0.487
H -2.46706 -4.66578 0.20991 0.00 -0.02 0.01 0.260
H -2.09415 -7.11480 0.33725 0.00 0.02 0.02 0.412
H -1.69336 -8.18912 2.52687 -0.01 0.04 0.00 0.379
H -1.66897 -6.81825 4.58872 0.00 0.02 -0.04 0.412
H -2.01945 -4.37211 4.45192 0.00 -0.01 -0.02 0.419
H -3.80010 -1.89946 4.80477 -0.04 -0.01 -0.04 0.399
H -6.14686 -1.79739 5.60338 0.01 -0.01 -0.03 0.414
H -8.00454 -2.25845 4.03577 0.02 -0.01 -0.01 0.382
H -7.51426 -2.83714 1.68002 0.02 0.00 0.01 0.397
H -5.17671 -2.95437 0.89334 0.01 0.02 0.02 0.392
```
Forces are in eV/Å.

Computed properties:
Strongest force on any atom (eV/Å): 1.9
HOMO energy (eV): -6.6410
Lowest unoccupied orbital energy (eV): -0.2
Multiplicity: 1